Record 1
15
Properties=species:S:1:pos:R:3:forces:R:3 method="wB97M-V/def2-TZVPD" total_energy_ha=-532.20413 lumo_ha=0.007 homo_energy_ha=-0.4070 homo_lumo_gap_ev=11.265 smiles="CC(=O)OCOC(=O)O"
C 2.0828 -0.6904 -0.1792 -0.2884 0.4573 0.4173
C 1.6117 0.7174 -0.3787 1.0016 0.8539 0.1235
O 2.2598 1.6842 -0.0661 -0.7423 -0.6800 -0.3086
O 0.3667 0.8410 -0.9655 0.1535 -0.0551 0.1075
C -0.6095 0.9849 0.0351 -0.3100 -0.0383 -0.0848
O -1.8570 0.6757 -0.5180 0.2578 -0.0133 0.4038
C -2.2716 -0.6045 -0.2869 -0.5835 -1.0774 -1.6424
O -2.3806 -1.4092 -1.1710 0.0471 0.8745 0.9126
O -2.7076 -0.8545 0.9614 0.1141 -0.3941 0.0210
H 1.2739 -1.3271 0.1411 -0.3576 -0.3195 -0.1280
H 2.8161 -0.6587 0.6069 0.4914 -0.1222 0.1091
H 2.5071 -1.0695 -1.0926 0.1326 -0.1983 -0.3727
H -0.3766 0.3049 0.8562 0.0923 -0.1712 0.2817
H -0.6384 1.9896 0.4272 -0.0116 0.4398 -0.1053
H -2.0768 -0.5838 1.6303 0.0030 0.4438 0.2654

Record 2
24
Properties=species:S:1:pos:R:3:forces:R:3 method="wB97M-V/def2-TZVPD" total_charge=+4 total_energy_ha=-1224.22727 lumo_ha=-0.460 homo_energy_ha=-0.6657 homo_lumo_gap_ev=5.597
Rb 5.1823 1.5578 0.0912 0.4530 0.9571 -0.1609
Rb 6.0872 -1.4858 2.4797 0.8138 0.0799 0.7089
Rb 3.3896 -2.5815 0.6203 -0.5851 -0.7921 -0.5380
Rb 2.5241 0.3181 -2.8355 -0.6632 0.1682 -0.5800
Rb 1.7243 -1.2740 4.1992 -0.2864 -0.3248 0.7446
Rb 0.4714 2.5858 3.5162 -0.3436 0.8797 0.0250
S 2.4217 0.5589 1.3035 -0.2928 1.6013 0.5577
O 2.6835 1.9805 1.1252 -0.1061 0.1897 -0.4131
O 1.2473 0.3803 2.1686 -0.0719 -0.8004 -0.3732
O 2.3215 -0.1452 0.0092 0.1573 -0.3376 -0.3469
O 3.6170 -0.0075 2.0173 0.9862 -1.5720 0.4056
C -0.9113 -0.2438 -0.4488 0.1709 -0.0276 1.0952
C -2.2335 -0.6624 -1.0351 0.3421 1.2568 -0.6271
C -3.4894 0.0706 -0.5725 0.0783 -0.7835 0.4902
O -4.3070 -0.0579 -1.7260 0.0217 0.3865 -0.2135
C -3.4855 0.0945 -2.8030 0.2316 0.5496 0.8478
O -3.7641 0.5151 -3.8581 -0.2202 -0.2518 -0.6325
O -2.1947 -0.1802 -2.3963 -0.0331 -0.8340 -0.1531
H -0.0768 -0.7970 -0.8853 -0.1405 -0.1984 0.0186
H -0.9275 -0.4299 0.6336 0.1852 -0.1812 -0.1249
H -0.6616 0.8154 -0.5479 -0.4320 0.0673 -0.2778
H -2.3417 -1.7474 -0.9889 -0.1739 -0.0178 -0.1979
H -3.2716 1.1175 -0.3381 -0.0752 0.0622 -0.1960
H -4.0050 -0.3821 0.2714 -0.0160 -0.0769 -0.0584

Record 3
12
Properties=species:S:1:pos:R:3:forces:R:3 method="wB97M-V/def2-TZVPD" total_energy_ha=-629.40638 lumo_ha=0.005 homo_energy_ha=-0.3655 homo_lumo_gap_ev=10.089 smiles="C=C(C)C(=O)S"
C 1.4450 0.8643 -0.3714 -2.2469 -0.7756 0.3150
C 0.3419 0.1225 -0.0734 2.1717 0.7193 0.6599
C 0.4853 -1.3395 0.2691 0.0533 0.5144 -0.0288
C -0.9685 0.8314 0.1328 0.3206 0.8464 -1.2374
O -1.0411 2.0238 0.3026 -0.3658 -0.6649 0.3007
S -2.3183 -0.2845 -0.2194 -1.4606 0.3992 0.3662
H 2.4338 0.4860 -0.4130 0.6273 -0.7663 -0.0288
H 1.3735 1.8955 -0.5993 -0.3378 0.9133 -0.0773
H 1.5142 -1.5639 0.4879 0.5171 0.1876 0.5381
H 0.3512 -1.9445 -0.6081 -0.9256 -0.5330 -0.3128
H -0.1427 -1.5987 1.1257 0.0379 -0.3368 -0.3787
H -3.4744 0.5075 -0.0335 1.6089 -0.5037 -0.1161

Record 4
12
Properties=species:S:1:pos:R:3:forces:R:3 method="wB97M-V/def2-TZVPD" total_energy_ha=-629.34426 lumo_ha=0.030 homo_energy_ha=-0.3282 homo_lumo_gap_ev=9.751 smiles=C1OC[C@H]2S[C@@H]12
C 0.6650 -0.9790 -0.2993 3.2759 -6.2997 -2.1526
O 0.8031 0.0869 -1.0695 2.0120 3.0598 -1.7039
C 0.3817 1.1954 -0.2631 -1.5185 -0.5906 -2.5674
C -0.8161 0.6502 0.4024 -0.0313 -0.6692 3.3253
S -2.1282 -0.0621 -0.6570 1.8448 -0.1259 1.1748
C -0.5759 -0.8411 0.3181 -4.9305 2.1841 0.3109
H 1.4014 -1.1313 0.5070 0.3055 0.5391 0.2309
H 0.9485 -1.9965 -0.9677 -1.3036 2.5555 1.4623
H 0.0788 1.9722 -0.9417 0.4997 0.6490 -0.2193
H 1.0862 1.4682 0.4627 1.3767 0.5363 0.8944
H -0.8174 1.0961 1.4850 -1.3806 -0.7943 -1.9776
H -1.0271 -1.4590 1.0231 -0.1502 -1.0441 1.2221

Record 5
13
Properties=species:S:1:pos:R:3:forces:R:3 method="wB97M-V/def2-TZVPD" total_energy_ha=-1027.54727 lumo_ha=-0.012 homo_energy_ha=-0.3208 homo_lumo_gap_ev=8.410 smiles="CSC(=S)[C@H]1CO1"
C 2.8151 -0.1900 0.1016 -0.3876 0.0605 -1.6201
S 1.2252 -1.0147 -0.0045 0.1381 -0.9749 -0.0211
C -0.0366 0.1424 -0.2341 0.5953 0.4610 0.7707
S 0.1051 1.7789 0.0466 -0.4617 -1.6673 -0.6478
C -1.2726 -0.7265 -0.4064 -1.5286 0.7085 -0.4946
C -2.2144 -0.6720 0.7446 -0.7507 -2.2668 -1.1360
O -2.5257 -0.0040 -0.4325 0.7669 0.9986 -0.1646
H 3.5704 -0.9672 -0.0936 -0.3551 0.2001 0.2707
H 2.9787 0.3042 1.0458 0.0161 0.3635 0.0143
H 2.7753 0.4483 -0.8102 0.5277 0.1665 1.0330
H -1.3298 -1.5884 -1.1202 0.7110 0.8370 0.8989
H -2.9071 -1.5009 0.8905 0.3834 -0.2228 0.1969
H -1.9153 -0.2155 1.6396 0.3451 1.3361 0.8995

Record 6
13
Properties=species:S:1:pos:R:3:forces:R:3 method="wB97M-V/def2-TZVPD" total_energy_ha=-1027.56779 lumo_ha=0.023 homo_energy_ha=-0.2951 homo_lumo_gap_ev=8.667 smiles="OCC1SC=CS1"
O -2.5392 0.0845 0.0227 0.1734 1.1692 0.1718
C -1.4181 -0.8015 0.2002 0.0559 2.7820 -0.5835
C -0.2895 -0.1548 -0.7324 -0.6364 -2.8054 3.0278
S 0.1209 1.5573 -0.5731 -0.1026 -0.1508 -0.0970
C 1.6042 1.1588 0.2070 0.0894 0.2905 0.4030
C 2.1349 -0.0306 0.2374 -0.5379 -2.6481 -0.5691
S 1.0953 -1.3004 -0.5166 1.4095 0.8021 -0.2367
H -2.2120 1.0493 0.1238 -0.6066 -2.4281 -0.0321
H -1.2040 -0.8611 1.2576 0.6360 0.0546 0.3106
H -1.6138 -1.8221 -0.1493 -0.3151 0.4382 -0.2319
H -0.7256 -0.3518 -1.6278 -0.8770 -0.1500 -3.0311
H 2.0048 1.8727 0.8235 1.1303 2.0707 1.0196
H 3.0420 -0.4003 0.7271 -0.4190 0.5751 -0.1515

Record 7
13
Properties=species:S:1:pos:R:3:forces:R:3 method="wB97M-V/def2-TZVPD" multiplicity=3 total_energy_ha=-1027.41211 lumo_ha="0.024 / -0.067" s_squared=2.008 homo_energy_ha="-0.1929 / -0.3272" homo_lumo_gap_ev="5.893 / 7.090"
C 1.5412 0.3976 -0.3024 5.1396 -3.2879 -5.0536
C -1.0524 -1.4140 -0.2442 1.5002 -2.7971 -0.7313
C -2.2145 -0.8676 -0.1956 -0.5355 1.2068 1.5801
C 0.6571 1.0288 0.5008 -5.0819 3.5749 2.8803
O -0.0622 -2.0466 -0.1860 -0.9777 1.2122 -0.1442
S 3.0695 -0.3325 0.1987 -1.1737 1.0343 -0.1709
S -0.8010 1.9290 0.0488 1.9939 -0.1048 -0.5893
H 1.5443 0.3630 -1.4187 -0.6147 0.1774 1.1477
H -2.1564 -0.3284 0.7669 -0.7177 -0.0010 -0.4583
H 2.6849 -0.6484 1.4347 -0.0107 -0.1307 0.3712
H -3.0803 -0.7615 -0.8228 0.3576 -0.2541 -0.2762
H 0.4815 0.7829 1.5118 0.2729 -0.6967 1.1436
H -0.6119 1.8977 -1.2922 -0.1522 0.0668 0.3010

Record 8
13
Properties=species:S:1:pos:R:3:forces:R:3 method="wB97M-V/def2-TZVPD" total_charge=+1 total_energy_ha=-1293.37792 lumo_ha=-0.189 homo_energy_ha=-0.5132 homo_lumo_gap_ev=8.829
C 1.4161 -0.0559 -0.9490 1.3454 -1.8179 0.8765
C 1.8215 -0.3990 0.4725 3.1724 0.2360 -0.9488
C 0.1438 0.2612 -1.2078 -0.0963 1.5744 -0.3150
C 1.0629 -0.1889 1.4952 -3.7163 -0.7589 0.2012
P -0.9520 0.1103 0.2297 2.4904 -0.5163 0.5390
S -1.9798 -1.7279 0.0663 1.5508 0.0680 -0.6610
S -2.3821 1.6040 0.4271 -0.1601 -0.4360 1.2636
H 2.2699 -0.3399 -1.6256 -1.3042 1.2824 0.0439
H 2.9783 -0.6204 0.6454 -2.5966 0.1723 -0.3377
H -0.1096 0.9206 -2.0662 -0.1621 -1.2707 0.2498
H 0.9094 -0.5974 2.5104 0.3164 0.7459 -0.7012
H -2.9854 -1.2180 0.6968 -1.2857 0.4678 0.7591
H -2.1933 2.2513 -0.6949 0.4459 0.2531 -0.9695

Record 9
11
Properties=species:S:1:pos:R:3:forces:R:3 method="wB97M-V/def2-TZVPD" total_energy_ha=-554.07154 lumo_ha=0.031 homo_energy_ha=-0.2698 homo_lumo_gap_ev=8.179 smiles="CC1=C(C)S1"
C 1.8685 0.5841 0.5495 -0.0225 -1.8715 -0.5001
C 0.6744 -0.1915 0.1780 0.9035 0.7447 -0.4089
C -0.4636 -0.4332 -0.3180 -4.7385 1.7092 0.7201
C -2.1346 -0.0158 -0.4130 3.5171 -2.7158 -2.2749
S 0.4890 -1.9323 -0.4804 0.2437 -0.7889 -0.0857
H 2.7020 0.0983 0.0874 0.5596 -0.0604 -1.0655
H 2.1747 0.4129 1.5291 -0.0977 -0.1517 2.2753
H 1.9094 1.6098 0.3670 -0.4920 1.6376 -0.5375
H -2.6127 -0.7020 0.3222 0.2401 1.0434 -0.2895
H -2.3370 -0.5193 -1.4733 -0.0760 1.6416 2.1458
H -2.2702 1.0890 -0.3484 -0.0374 -1.1882 0.0208

Record 10
11
Properties=species:S:1:pos:R:3:forces:R:3 method="wB97M-V/def2-TZVPD" total_energy_ha=-554.11560 lumo_ha=-0.017 homo_energy_ha=-0.3203 homo_lumo_gap_ev=8.255 smiles="C=CC(C)=S"
C -1.4110 -0.8901 -0.2413 0.6184 0.5137 0.0844
C -0.2194 -1.0116 0.2904 2.4411 4.1939 -1.5190
C 0.9872 -0.1084 0.1512 -1.8831 0.7255 -0.4634
C 0.4973 1.3920 0.0249 1.2571 -0.9817 1.3980
S 2.4756 -0.7454 -0.1177 -1.1031 0.8670 0.4678
H -1.8023 -0.0827 -0.8473 -0.1981 -0.2893 0.2369
H -1.7966 -1.8213 0.0206 -2.5378 -1.0303 -0.5449
H 0.0379 -1.8802 0.6894 0.8760 -3.8267 1.9777
H -0.1094 1.3829 -0.8943 0.3067 0.5461 0.3680
H 1.4244 1.9674 -0.0070 -0.3695 0.3659 -0.6161
H -0.0838 1.7975 0.9310 0.5924 -1.0840 -1.3893

Record 11
11
Properties=species:S:1:pos:R:3:forces:R:3 method="wB97M-V/def2-TZVPD" total_energy_ha=-554.03906 lumo_ha=-0.008 homo_energy_ha=-0.3088 homo_lumo_gap_ev=8.194 smiles=CC#CSC
C 3.0017 -0.4039 0.0186 1.1103 3.4158 0.6665
C 1.5562 -0.4577 -0.1349 0.1275 -0.0700 1.6431
C 0.3774 -0.5007 0.1326 -2.9910 0.4190 -1.0311
S -1.3634 -0.9340 0.0920 -0.0049 -0.1207 0.0967
C -3.2038 0.2625 -0.0562 2.5114 -2.5355 4.2832
H 3.4160 -0.3396 -1.0022 0.5505 -0.3722 0.7644
H 3.4691 -1.0784 0.7275 -0.2717 -0.9524 -0.5800
H 3.3617 0.6070 0.6193 -1.2552 -1.9218 -1.8255
H -2.9707 1.0873 0.5692 0.0413 1.1916 -0.2326
H -3.7947 -0.4331 0.6276 0.7255 0.6060 -1.5263
H -3.4225 0.3294 -1.0518 -0.5437 0.3401 -2.2584

Record 12
11
Properties=species:S:1:pos:R:3:forces:R:3 method="wB97M-V/def2-TZVPD" total_energy_ha=-554.07936 lumo_ha=0.031 homo_energy_ha=-0.3082 homo_lumo_gap_ev=9.238 smiles="C=CSC=C"
C 2.6798 -0.1013 0.0292 -1.6447 1.3395 -0.4001
C 1.3487 -0.0125 -0.1561 0.1941 -1.4273 0.2165
S -0.0446 -1.2183 0.0093 2.9068 -1.4585 -1.3027
C -1.2462 -0.0775 0.1676 -4.1644 2.7920 3.7287
C -2.6188 -0.0547 -0.0715 0.9591 1.5513 -1.2181
H 3.0838 -1.0732 0.3738 0.5337 1.2005 -0.2062
H 3.1215 0.9693 -0.2133 0.0925 -2.9483 0.7153
H 0.9806 0.8823 -0.5700 -0.6166 1.0749 -0.2452
H -0.8990 0.5272 1.1004 -0.9297 0.0570 -2.0268
H -3.3516 0.8857 0.1807 2.2856 -2.5931 -0.1122
H -3.0541 -0.7269 -0.8501 0.3836 0.4120 0.8508